[1]
Formula: C11H19NO4P
Source: the OMol25 dataset
Level of theory: ωB97M-V/def2-TZVPD

Structure (XYZ):
```
36
C11H19NO4P, DFT ωB97M-V/def2-TZVPD
H -0.72 -1.71 1.54
C 1.66 -2.64 -0.96
H 2.86 0.25 2.72
H -3.25 -1.36 -0.99
H 3.84 -0.41 1.02
H 2.95 -2.47 1.49
O 0.90 0.66 1.79
C -0.76 -2.75 -1.82
C -2.81 -2.07 -0.25
H 2.75 -2.76 -1.12
C 0.68 -2.92 -2.03
H -0.02 0.79 -0.19
H -3.31 -3.06 -0.27
H -1.44 -2.99 -2.67
H 1.96 -0.10 0.03
C 1.88 1.94 -0.14
H 2.05 1.67 -1.21
O 2.95 1.67 0.78
H -2.93 -1.58 0.75
H 1.63 3.04 -0.22
N -1.79 3.57 -0.57
C 2.02 -1.84 1.54
C -0.34 -2.04 0.54
C 1.10 -2.19 0.33
H 1.47 -2.01 2.50
O -0.85 4.28 -0.29
H 1.06 -3.28 -3.01
H -3.31 5.00 -0.67
H -0.13 2.19 0.88
C -1.29 -2.29 -0.54
P 2.51 0.04 1.34
H -3.14 4.16 0.91
O -1.73 2.50 -1.14
H -3.88 3.32 -0.48
C 0.55 1.36 0.59
C -3.14 4.05 -0.17
```

HOMO: -4.06 eV
Multiplicity: 1
Frontier orbital gap: 6.6 eV
DFT total energy: -1127.4319 hartree
Net charge: -1

---

[2]
Formula: C11H20BCl2IrNO2
Source: the OMol25 dataset
Level of theory: ωB97M-V/def2-TZVPD

Structure (XYZ):
```
38
C11H20BCl2IrNO2, DFT ωB97M-V/def2-TZVPD
O 1.58 2.88 -0.44
C -1.33 -2.79 -1.46
C 1.77 1.05 -2.47
H 0.00 -1.13 5.18
N 0.78 -0.16 2.13
H -1.65 -3.20 -2.43
C -0.82 -1.41 -1.61
H -2.14 2.47 -1.95
C -1.21 2.20 -2.45
H 2.60 -1.54 -1.13
C 1.69 -1.91 -1.62
O 2.65 0.32 0.35
Ir 0.69 0.33 0.28
H 1.88 -2.01 -2.70
H -3.54 -1.16 -1.96
H 2.69 0.54 -2.20
Cl -1.61 0.38 1.01
C -0.77 0.84 -2.08
H 1.83 2.08 -2.12
C -3.00 -0.37 -2.49
B 0.06 0.00 4.71
H -1.02 0.57 4.74
Cl 0.71 2.46 1.31
H 2.84 -0.19 1.16
C -1.57 -0.31 -2.06
H -3.50 0.59 -2.29
H 2.49 3.02 -0.12
H -2.21 -2.80 -0.80
H 1.46 -2.91 -1.23
C 0.61 0.47 -1.75
H -1.38 2.26 -3.53
H -3.07 -0.57 -3.56
H -0.45 2.94 -2.17
H 1.61 0.99 -3.55
C 0.55 -1.00 -1.35
H -0.57 -3.45 -1.03
C 0.51 -0.11 3.27
H 0.86 0.65 5.35
```

HOMO (spin up / spin down): 1.50 / -1.37 eV
Multiplicity: 6
Frontier orbital gap (spin up / spin down): 3.7 / 6.5 eV
DFT total energy: -1685.7130 hartree
Net charge: -2

---

Copy entry 1 word for word.
Formula: C11H19NO4P
Source: the OMol25 dataset
Level of theory: ωB97M-V/def2-TZVPD

Structure (XYZ):
```
36
C11H19NO4P, DFT ωB97M-V/def2-TZVPD
H -0.72 -1.71 1.54
C 1.66 -2.64 -0.96
H 2.86 0.25 2.72
H -3.25 -1.36 -0.99
H 3.84 -0.41 1.02
H 2.95 -2.47 1.49
O 0.90 0.66 1.79
C -0.76 -2.75 -1.82
C -2.81 -2.07 -0.25
H 2.75 -2.76 -1.12
C 0.68 -2.92 -2.03
H -0.02 0.79 -0.19
H -3.31 -3.06 -0.27
H -1.44 -2.99 -2.67
H 1.96 -0.10 0.03
C 1.88 1.94 -0.14
H 2.05 1.67 -1.21
O 2.95 1.67 0.78
H -2.93 -1.58 0.75
H 1.63 3.04 -0.22
N -1.79 3.57 -0.57
C 2.02 -1.84 1.54
C -0.34 -2.04 0.54
C 1.10 -2.19 0.33
H 1.47 -2.01 2.50
O -0.85 4.28 -0.29
H 1.06 -3.28 -3.01
H -3.31 5.00 -0.67
H -0.13 2.19 0.88
C -1.29 -2.29 -0.54
P 2.51 0.04 1.34
H -3.14 4.16 0.91
O -1.73 2.50 -1.14
H -3.88 3.32 -0.48
C 0.55 1.36 0.59
C -3.14 4.05 -0.17
```

HOMO: -4.06 eV
Multiplicity: 1
Frontier orbital gap: 6.6 eV
DFT total energy: -1127.4319 hartree
Net charge: -1

---

DFT total energy of number 1 (C11H19NO4P)? -1127.4319 hartree

---

What is the multiplicity in the first record? 1

---

Which formula does entry 1 have? C11H19NO4P